The following is a quantum chemistry calculation of 2 unconnected molecules or ions with the total composition C22H32FN4O5 in a non-equilibrium geometry, from the Open Molecules 2025 dataset.

Molar mass ... 451.5 g/mol
Orbital gap ... 0.28259 hartree

ORCA input file:
```
! wB97M-V def2-TZVPD RIJCOSX def2/J DEFGRID3
* xyz 1 1
F 1.6701 -1.7819 -3.9928
O -0.2800 1.9760 9.7282
O -0.3852 3.6494 0.0313
O -0.0200 0.4912 5.2905
O 1.8997 3.4866 9.2149
O 2.2321 1.9497 4.7978
N -2.3190 -2.6887 -1.2827
N -2.9754 -0.4560 -2.1177
N 0.2246 2.6058 -2.7244
N -0.3812 -2.9170 -3.3688
C -0.8874 -1.5415 -3.1225
C -0.7290 1.5313 -3.0155
C 1.6695 0.4616 0.0099
C -1.1331 -0.6722 -4.4120
C 1.6453 1.9973 6.0103
C 1.3838 2.1282 -1.9726
C 0.0059 -3.4949 -2.0246
C 1.0798 1.7166 -0.4954
C -0.0423 1.9713 1.7799
C 0.8764 -2.9451 -4.1390
C 1.4923 2.7971 8.3011
C -0.9537 -3.0794 -0.8411
C -0.3860 0.7347 -4.3251
C -0.2147 1.1834 7.5289
C 0.2830 1.9435 8.5108
C 0.4171 1.1631 6.2138
C 0.2297 2.4463 0.4252
C 2.1400 2.7590 6.9907
C 0.6903 -3.3636 -5.6601
C -2.3267 -1.7193 -2.4437
C 0.5249 0.7229 2.2534
C 1.4039 -0.0213 1.3550
H 2.2572 2.8367 -2.0348
H 1.8269 -0.9865 1.7270
H -2.8922 -0.1918 -1.1372
H -0.2117 3.4276 -2.3156
H 1.6936 1.3368 4.2643
H -0.8730 0.8948 -2.1037
H -0.7876 -1.1365 -5.3656
H 1.4905 -3.7799 -3.6979
H 1.0324 -3.1297 -1.7267
H -0.1536 -1.0220 -2.4506
H -1.0898 0.5637 7.6682
H -3.9304 -0.3970 -2.4609
H -0.7135 2.5755 2.4267
H 1.7427 1.1924 -2.4927
H -2.9586 -2.1990 -3.2431
H 0.7239 0.6281 -4.3843
H 0.0318 -4.6114 -2.0875
H -2.7711 -2.2367 -0.4712
H -1.0593 -3.9841 -0.1809
H -1.7238 2.0323 -3.1966
H -2.8935 -3.5167 -1.4841
H 0.0984 4.3480 0.5142
H 0.7642 -2.4572 -6.3067
H 3.0239 3.3672 6.8567
H -2.2309 -0.4625 -4.5543
H -0.4343 -2.3094 -0.2198
H 2.3341 -0.1294 -0.6688
H -0.3208 -3.8267 -5.8287
H 1.4367 -4.1580 -5.8951
H 0.2797 0.3678 3.2828
H -0.7892 1.3325 -5.1887
H 0.2628 2.5973 10.2520
*
```

natural (NBO) population analysis, charges in e, atoms 1 to 6: -0.373 -0.620 -0.725 -0.571 -0.508 -0.632

The following is a quantum chemistry calculation of 2 unconnected molecules or ions with the total composition C22H32I3N2O7S in a non-equilibrium geometry, from the Open Molecules 2025 dataset.

Molar mass ... 849.3 g/mol
Orbital gap ... 0.25430 hartree

ORCA input file:
```
! wB97M-V def2-TZVPD RIJCOSX def2/J DEFGRID3
* xyz 1 1
I -2.9834 -2.5270 -0.5093
I 0.1481 -0.9685 2.7751
I 0.4892 -3.3093 -1.8202
S 2.0517 0.5712 -0.4016
O -3.4218 1.6859 1.9518
O -3.4493 4.2660 -3.2207
O 3.8849 -4.8800 -1.0805
O -4.0311 0.4987 -1.1017
O 3.0004 -6.5881 0.0982
O 2.6731 -0.7206 -0.6781
O 2.4169 0.9128 0.9771
N 0.3073 0.6052 -0.5698
N -0.8280 4.9453 3.1218
C 4.7005 -7.0360 -1.5620
C 0.4953 -2.3042 1.1297
C -2.6841 0.5499 -0.9060
C -5.3558 0.3271 2.4924
C -1.8749 1.8247 -0.9709
C -2.7330 3.0976 -1.2580
C 3.7689 -6.1889 -0.7308
C 0.2618 3.2334 -0.8303
C 1.0710 3.5958 0.5181
C 2.9024 1.6703 -1.6394
C -0.4277 -0.5928 -0.4719
C -4.8094 0.8640 0.0783
C -4.1448 0.5396 1.4661
C 0.3708 3.0683 1.8265
C 1.0949 -3.7232 1.4658
C -2.6145 3.5051 -2.7959
C 5.6684 -6.0016 -2.1104
C 4.8096 -4.7552 -2.1720
C 0.1908 -1.9778 -0.1579
C -1.8922 -0.6604 -0.6348
C -0.4186 1.8165 -0.7839
C -0.9901 3.8418 2.1279
H -3.8239 2.9627 -1.0716
H 5.2074 -7.7776 -0.9479
H -5.1581 1.9397 0.0568
H 1.8516 -3.9526 0.6710
H -3.8535 2.0518 2.7411
H -0.5730 5.8174 2.6611
H -5.9692 1.2663 2.5562
H 0.2732 -4.4867 1.4009
H 0.9093 3.3644 -1.7473
H -2.4185 3.9844 -0.6342
H 1.0596 4.7264 0.5924
H 5.3979 -3.8460 -2.0506
H -4.9311 0.0480 3.4957
H 1.0675 3.3343 2.6793
H 3.2839 2.6117 -1.1767
H -0.1537 4.6778 3.8387
H 6.4868 -5.8531 -1.4014
H 2.1280 1.8508 -2.4428
H -0.4783 4.0713 -0.9067
H -3.5559 -0.4108 1.5026
H -1.6918 3.1121 2.6019
H 3.7610 1.1475 -2.1256
H 1.6105 -3.7127 2.4594
H -6.0257 -0.5019 2.1251
H -1.8337 3.0860 -3.4924
H 6.1032 -6.2724 -3.0725
H 0.2723 1.9474 1.8721
H 4.2413 -4.6873 -3.1039
H 4.1277 -7.5202 -2.3556
H 2.1478 3.3060 0.4684
H -1.3501 4.2742 1.1606
H -5.7596 0.2558 0.0230
*
```

natural (NBO) population analysis, charges in e, atoms 1 to 6: 0.292 0.211 0.260 2.181 -0.748 -0.475

Ordered E_LUMO results: -0.117; -0.166; unit hartree.
Ordered highest occupied orbital energy results: -0.39959; -0.42020; unit Eh.